{"formula": "C6H22N2O4", "method": "ωB97M-V/def2-TZVPD", "symbols": ["C", "C", "C", "C", "N", "C", "C", "N", "H", "H", "H", "H", "H", "H", "H", "H", "H", "H", "H", "H", "H", "H", "H", "H", "O", "H", "H", "O", "H", "H", "O", "H", "H", "O"], "coordinates": [[-0.411, 2.302, -0.755], [-0.469, 0.717, -0.638], [0.744, 0.089, -1.019], [1.445, -0.770, -0.215], [2.628, -1.465, -0.539], [1.312, 0.311, -2.406], [0.672, -0.510, -3.523], [-0.153, 2.852, 0.620], [0.361, 2.706, -1.465], [-1.453, 2.711, -1.115], [-0.813, 0.426, 0.307], [-1.237, 0.326, -1.393], [1.282, -1.002, 0.815], [2.901, -1.331, -1.492], [3.315, -1.815, 0.150], [1.182, 1.459, -2.547], [2.415, 0.055, -2.462], [-0.374, -0.778, -3.490], [1.195, -1.475, -3.614], [0.898, -0.002, -4.545], [-0.108, 2.202, 1.186], [0.851, 3.187, 0.644], [-0.310, -0.152, 3.154], [0.835, 0.411, 3.985], [0.676, 0.070, 3.156], [0.466, -2.773, -1.480], [-0.517, -2.759, -0.358], [-0.260, -3.268, -1.025], [-2.351, 0.359, 2.679], [-1.901, 1.889, 2.848], [-1.916, 0.958, 3.282], [-3.657, -1.156, 2.187], [-3.368, -0.578, 0.762], [-3.087, -0.816, 1.587]], "forces_ev_per_angstrom": [[-1.7049, 0.4045, 0.5912], [-2.3562, 1.9750, -3.1027], [4.3454, -3.1523, 0.4296], [0.9954, 0.4132, 0.0305], [-0.4774, 0.0439, -0.4150], [0.0209, 1.6915, 0.1251], [1.2753, 0.3026, -2.3619], [1.7356, 8.3902, -7.7017], [-0.8692, -0.6232, 0.6995], [1.9368, -0.7871, 0.5758], [-0.4387, -0.3110, 1.5631], [0.4074, 0.6816, 0.8807], [-1.1130, 0.4685, 0.6461], [0.8001, -0.3138, 0.0882], [-1.1219, 0.6695, -0.8238], [0.4994, -2.0377, -0.4393], [-1.1946, 0.8555, 0.2329], [-0.4283, 0.4487, 0.3443], [-0.1163, 0.1441, 0.1658], [-0.5956, -0.7925, 1.6259], [0.0776, -8.3863, 7.1316], [-1.6237, -0.0700, -0.1438], [1.9735, 0.8970, 0.1450], [0.4580, 1.2104, 2.8964], [-2.0077, -2.0042, -3.1014], [-0.9677, -0.6014, 0.7872], [-1.6108, 3.4954, 4.4433], [2.5041, -2.9785, -5.2150], [-0.4726, -0.0811, -0.8250], [-0.0673, -2.6022, 0.9924], [0.3185, 2.9280, -0.1384], [-3.3528, -1.6175, 2.0471], [-1.8489, 0.6119, -2.8987], [5.0199, 0.7272, 0.7249]], "mulliken_charge": [-0.370, -0.420, 0.861, -1.066, -0.366, -0.705, -1.045, -0.668, 0.316, 0.212, 0.127, 0.273, 0.542, 0.149, 0.196, 0.167, 0.359, 0.317, 0.276, 0.325, 0.291, 0.259, 0.327, 0.260, -0.600, 0.354, 0.285, -0.633, 0.410, 0.320, -0.693, 0.270, 0.283, -0.614], "e_tot_ha": -652.15879, "relative_energy_kj_mol": 345.85, "homo_ev": -7.63, "lumo_ev": 0.35, "smiles": "CC/C(=C\\N)CCN.O.O.O.O"}

***

{"formula": "CH3IO4S", "method": "ωB97M-V/def2-TZVPD", "symbols": ["C", "O", "O", "O", "O", "S", "I", "H", "H", "H"], "coordinates": [[-0.259, -0.043, 0.008], [1.491, -2.321, -0.933], [0.193, -4.300, -1.413], [-1.374, -0.878, -0.222], [-2.411, -0.327, -0.724], [0.290, -3.075, -0.680], [0.344, -3.734, 1.745], [0.664, -0.271, -0.557], [-0.059, -0.320, 1.118], [-0.690, 1.081, 0.067]], "forces_ev_per_angstrom": [[-0.3881, 2.9331, 3.5744], [-0.2699, 0.4990, 0.2205], [-0.7450, -0.3132, -0.1311], [0.4647, -1.6676, -0.2713], [-0.8740, 0.8408, -0.6172], [1.2812, -0.6561, -0.8446], [-0.1108, -0.0602, 0.6369], [-0.9845, 0.3485, -0.1955], [0.2092, 0.6236, -1.7059], [1.4172, -2.5478, -0.6662]], "mulliken_charge": [-0.532, -0.423, -0.418, 0.071, -0.324, 0.695, 0.118, 0.293, 0.237, 0.283], "e_tot_ha": -1036.52336, "relative_energy_kj_mol": 378.46, "homo_ev": [-10.22, -10.55], "lumo_ev": [-1.02, -3.64]}

***

{"formula": "C19H28CrNO5", "method": "ωB97M-V/def2-TZVPD", "symbols": ["O", "C", "C", "H", "H", "C", "H", "H", "C", "H", "H", "H", "C", "H", "H", "H", "Cr", "C", "C", "C", "H", "C", "C", "H", "H", "H", "H", "C", "C", "C", "H", "C", "C", "H", "H", "H", "H", "O", "C", "C", "H", "H", "C", "H", "H", "C", "H", "H", "H", "H", "O", "N", "O", "O"], "coordinates": [[-2.170, -0.518, -4.713], [-2.081, -0.096, -3.288], [-3.079, -1.153, -2.800], [-2.276, 0.936, -3.012], [-1.064, -0.399, -3.028], [-2.850, -1.736, -4.237], [-4.114, -0.828, -2.584], [-2.626, -1.629, -1.930], [-3.951, -1.974, -5.236], [-4.591, -1.084, -5.360], [-4.535, -2.854, -4.946], [-3.441, -2.185, -6.194], [-2.008, -2.990, -4.110], [-1.218, -2.883, -3.356], [-1.557, -3.269, -5.063], [-2.670, -3.809, -3.790], [-1.145, 0.898, -0.015], [-1.315, -0.306, 1.819], [-1.246, 1.112, 2.098], [-2.389, 1.748, 1.466], [-0.476, 1.657, 2.641], [-3.159, 0.707, 0.809], [-2.516, -0.558, 1.056], [-2.927, -1.532, 0.779], [-0.655, -1.074, 2.187], [-2.666, 2.804, 1.479], [-4.126, 0.845, 0.312], [1.593, 0.661, 0.328], [0.761, -0.492, -0.124], [0.445, -0.226, -1.497], [0.901, -1.504, 0.206], [0.568, 1.208, -1.735], [0.873, 1.819, -0.484], [1.211, 2.831, -0.317], [2.610, 0.516, -0.084], [0.306, -1.026, -2.237], [0.478, 1.706, -2.701], [-3.629, 2.249, -2.583], [-4.709, 1.806, -3.469], [-5.441, 2.963, -4.156], [-5.456, 1.287, -2.861], [-4.305, 1.079, -4.187], [-4.923, 4.207, -3.432], [-6.514, 2.862, -3.987], [-5.265, 3.018, -5.230], [-3.804, 3.703, -2.479], [-5.752, 4.650, -2.871], [-4.484, 4.969, -4.076], [-4.063, 3.917, -1.427], [-2.822, 4.164, -2.698], [2.646, -1.089, 1.636], [2.551, -0.049, 2.280], [3.028, 0.222, 3.380], [1.775, 1.002, 1.705]], "forces_ev_per_angstrom": [[-0.4448, -0.2057, 1.5588], [0.6937, -0.5671, -0.6760], [-0.0428, 0.8356, -0.7942], [0.1681, -0.0079, -0.6779], [-0.7732, 0.4523, 0.1461], [-0.0651, 0.0059, 0.1253], [0.6019, 0.0334, -0.1302], [-0.4597, -0.7304, -0.1662], [-0.3142, -0.1130, 0.0176], [0.1947, -0.4495, 0.0912], [-0.1397, 0.1877, -0.1816], [-0.3825, 0.1208, 0.3176], [0.4292, -0.1292, -0.0856], [-0.1038, 0.0002, -0.2079], [0.0494, -0.0220, -0.0346], [0.2211, 0.2212, -0.0409], [3.4187, -1.5684, -2.8320], [-1.1759, 1.0611, 0.6161], [-1.1861, -0.3048, 0.1650], [-0.3751, -0.9884, 0.1560], [-0.1894, -0.3974, -0.1664], [-0.2522, -0.0983, 1.0789], [-0.0191, 1.3821, 0.2525], [0.4314, 0.4439, -0.1163], [0.1092, 0.1226, -0.0528], [0.2436, -0.4215, 0.0776], [0.6081, -0.0436, 0.1380], [0.0161, 1.5267, -2.0298], [-0.9686, 0.3806, -0.9512], [0.4119, 1.3949, 0.5492], [-0.0982, -0.0751, 0.1380], [-0.6927, -1.4975, 0.5210], [0.5082, -1.0607, 1.3864], [-0.0473, 0.0494, -0.3131], [0.0041, 0.1910, 0.1625], [-0.0138, 0.6199, 0.5439], [-0.2521, -0.1779, 0.3746], [-1.9478, 1.7992, -1.4082], [0.0181, -0.9809, 0.2526], [0.4738, 0.1914, 0.1213], [0.1988, -0.1937, 0.1709], [0.0904, 0.2358, 0.1983], [0.4891, -0.0307, 0.6186], [0.1096, -0.0466, -0.1883], [0.0985, -0.1378, 0.0666], [0.3954, -0.2342, 0.7264], [0.3659, 0.1229, 0.0145], [-0.3037, -0.1029, -0.1717], [0.1722, 0.0108, -0.3364], [-0.4962, -0.1931, 0.0890], [0.2304, 1.7310, 1.5469], [0.6078, -0.3362, 1.2833], [-1.1253, -0.5049, -2.3449], [0.5096, -1.5013, 0.4010]], "mulliken_spin": [0.002, -0.100, 0.017, 0.099, 0.000, -0.019, -0.007, 0.018, -0.001, 0.000, 0.000, 0.000, 0.002, -0.003, 0.000, 0.000, 3.493, 0.008, 0.001, -0.038, -0.005, 0.117, -0.061, 0.002, 0.016, -0.004, 0.002, -0.072, -0.298, -0.017, -0.002, -0.022, -0.195, -0.007, -0.028, 0.004, -0.015, 0.103, 0.005, 0.001, -0.001, 0.001, -0.001, 0.000, 0.000, -0.001, 0.000, 0.000, 0.005, 0.002, 0.000, 0.003, 0.000, -0.005], "e_tot_ha": -2215.86088, "s_squared": 4.19, "relative_energy_kj_mol": 29.18, "homo_ev": [-7.35, -6.62], "lumo_ev": [0.30, 0.28], "spin_multiplicity": 4}

***

{"formula": "C3H6N2OS2", "method": "ωB97M-V/def2-TZVPD", "symbols": ["C", "C", "C", "N", "N", "O", "S", "S", "H", "H", "H", "H", "H", "H"], "coordinates": [[-1.050, -1.005, 2.336], [0.375, 0.385, -0.815], [1.081, 0.997, -2.953], [-0.430, -0.383, 1.302], [-0.433, -0.313, -0.129], [0.443, 0.122, -2.053], [-0.110, -0.784, 3.725], [-2.644, -1.970, 2.769], [1.039, 1.267, -0.451], [1.991, 1.423, -2.545], [0.462, 1.835, -3.370], [1.253, 0.350, -3.788], [0.413, -0.054, 1.773], [-2.388, -1.872, 4.199]], "forces_ev_per_angstrom": [[-0.4344, -0.5752, 1.7210], [0.5096, 2.0710, 4.5537], [-0.4329, 0.7931, -0.8588], [0.6097, 0.9730, -1.8258], [-1.5232, -1.8089, 1.5739], [-0.3928, -0.5034, -2.9903], [-0.2759, -0.2314, 0.4121], [1.7677, 1.3336, 0.1903], [-0.8681, -1.4977, -0.2071], [0.2525, -0.1100, 0.0986], [0.0393, -0.6816, 0.8867], [0.6607, -0.1168, -0.5526], [0.2152, 0.4009, -0.5703], [-0.1274, -0.0465, -2.4315]], "mulliken_charge": [0.501, 0.194, -0.632, 0.062, -0.598, -0.298, -0.505, -0.179, 0.232, 0.346, 0.271, 0.233, 0.177, 0.195], "e_tot_ha": -1098.89407, "relative_energy_kj_mol": 472.17, "homo_ev": -8.21, "lumo_ev": 0.34, "smiles": "CO/C=N/NC(=S)S"}

***

{"formula": "C29H27F6N9SSbScTe", "method": "ωB97M-V/def2-TZVPD", "symbols": ["Sc", "C", "C", "N", "C", "C", "N", "C", "C", "C", "C", "C", "N", "C", "C", "N", "C", "C", "N", "C", "C", "C", "N", "C", "C", "H", "H", "H", "H", "H", "H", "H", "H", "H", "H", "H", "H", "C", "N", "C", "C", "N", "C", "S", "C", "C", "C", "C", "C", "N", "H", "H", "H", "H", "H", "H", "H", "H", "H", "F", "Sb", "F", "F", "F", "F", "F", "C", "Te", "C", "H", "H", "H", "H", "H", "H"], "coordinates": [[0.545, -0.467, -0.485], [-0.296, -0.114, 4.779], [0.526, 0.230, 3.709], [0.025, 0.618, 2.545], [-1.299, 0.676, 2.449], [-2.120, 0.279, 3.502], [-1.618, -0.121, 4.662], [-1.831, 1.214, 1.176], [-3.055, 1.863, 1.172], [-3.531, 2.486, 0.025], [-2.666, 2.499, -1.073], [-1.453, 1.852, -1.001], [-1.047, 1.131, 0.075], [-0.506, 1.935, -2.131], [-0.598, 2.929, -3.115], [0.191, 2.954, -4.170], [1.093, 1.982, -4.282], [1.247, 1.035, -3.291], [0.472, 1.025, -2.195], [-4.846, 3.142, -0.026], [-5.361, 3.804, 1.084], [-6.606, 4.409, 0.972], [-7.338, 4.371, -0.135], [-6.846, 3.731, -1.190], [-5.605, 3.110, -1.192], [0.121, -0.394, 5.738], [1.605, 0.191, 3.800], [-3.199, 0.247, 3.403], [-3.639, 1.898, 2.081], [-2.956, 3.031, -1.966], [-1.316, 3.733, -3.024], [1.699, 1.960, -5.179], [1.965, 0.235, -3.400], [-4.804, 3.892, 2.007], [-7.028, 4.948, 1.812], [-7.471, 3.711, -2.075], [-5.271, 2.586, -2.079], [5.397, -1.754, 1.383], [4.137, -2.494, 1.376], [4.045, -3.858, 1.583], [2.741, -4.164, 1.646], [2.027, -2.976, 1.493], [2.910, -1.963, 1.291], [2.584, -0.289, 1.039], [0.612, -2.924, 1.709], [0.069, -3.873, 2.559], [-1.305, -3.926, 2.716], [-2.090, -3.022, 2.022], [-1.459, -2.084, 1.238], [-0.123, -2.001, 1.084], [6.201, -2.442, 1.144], [5.566, -1.317, 2.366], [5.359, -0.958, 0.645], [4.918, -4.482, 1.667], [2.256, -5.117, 1.745], [0.704, -4.552, 3.107], [-1.748, -4.667, 3.368], [-3.168, -3.035, 2.088], [-2.047, -1.366, 0.683], [1.301, -2.294, -1.149], [-0.061, -3.028, -2.486], [-0.729, -4.034, -1.077], [-0.934, -1.455, -1.543], [0.752, -1.693, -3.531], [-1.492, -3.207, -3.622], [1.137, -4.314, -3.037], [5.368, 0.369, -4.002], [4.518, 0.012, -2.102], [4.676, 2.009, -1.441], [4.960, 1.296, -4.402], [5.152, -0.477, -4.649], [6.445, 0.470, -3.862], [5.735, 2.269, -1.436], [4.255, 2.086, -0.443], [4.148, 2.641, -2.154]], "forces_ev_per_angstrom": [[-0.6357, 0.1355, 1.4834], [0.0155, 0.0042, 0.0052], [0.0093, -0.0140, 0.0051], [-0.0008, 0.0109, 0.0096], [-0.0198, 0.0043, 0.0157], [0.0042, -0.0253, -0.0255], [-0.0063, 0.0087, -0.0132], [0.1004, 0.0304, 0.0052], [0.0146, 0.0230, 0.0160], [0.0117, -0.0085, -0.0051], [-0.0149, 0.0037, 0.0034], [0.0031, -0.0503, 0.0231], [-0.0640, 0.1090, -0.1945], [-0.0269, 0.0017, -0.0285], [-0.0139, -0.0164, 0.0399], [0.0218, -0.0151, -0.0002], [-0.0213, 0.0291, -0.0184], [0.0626, -0.0102, 0.0708], [0.1229, -0.0361, -0.2292], [-0.0266, 0.0111, 0.0000], [-0.0113, -0.0067, 0.0061], [0.0157, -0.0014, 0.0111], [-0.0004, -0.0022, -0.0089], [0.0022, 0.0023, 0.0064], [-0.0065, 0.0108, -0.0066], [-0.0096, -0.0161, -0.0011], [0.0016, 0.0206, -0.0032], [-0.0048, 0.0186, 0.0255], [-0.0016, 0.0047, -0.0002], [0.0013, -0.0040, -0.0035], [-0.0122, -0.0064, -0.0324], [0.0053, 0.0144, 0.0048], [-0.0139, -0.0126, 0.0046], [0.0014, -0.0015, -0.0028], [-0.0039, 0.0011, -0.0021], [-0.0014, -0.0014, 0.0005], [0.0094, -0.0020, 0.0071], [-0.0191, -0.0140, 0.0406], [0.0038, -0.0116, -0.0743], [0.0338, 0.0338, 0.0511], [-0.0472, -0.0062, -0.0307], [0.0396, -0.0087, -0.0179], [-0.0612, -0.0151, 0.1028], [0.1928, 0.0172, -0.3606], [0.0074, 0.0553, 0.0530], [0.0011, 0.0310, 0.0365], [0.0131, -0.0139, 0.0094], [-0.0184, 0.0053, 0.0065], [0.0191, 0.0375, 0.0145], [-0.1491, -0.2783, -0.1199], [0.0039, 0.0060, -0.0024], [0.0099, -0.0023, 0.0006], [-0.0057, 0.0128, 0.0123], [-0.0095, -0.0139, -0.0196], [0.0077, -0.0019, 0.0058], [0.0004, 0.0007, 0.0016], [-0.0020, 0.0043, 0.0024], [0.0010, -0.0053, -0.0005], [-0.0050, -0.0081, -0.0109], [0.2661, 0.0575, -0.4118], [-0.0416, -0.0695, -0.0551], [0.0441, 0.0293, 0.0173], [-0.0527, -0.0417, -0.3771], [-0.0408, 0.0086, -0.0147], [-0.0164, -0.0464, 0.0548], [0.0089, -0.0015, 0.0247], [0.0200, -0.0226, -0.0202], [0.2832, 0.0771, -0.1318], [0.0453, -0.0120, 0.0209], [-0.0104, -0.0047, -0.0003], [-0.0044, -0.0043, 0.0088], [-0.0032, 0.0024, 0.0090], [-0.0014, -0.0020, -0.0031], [-0.0055, -0.0104, -0.0027], [-0.0146, 0.0021, 0.0130]], "mulliken_spin": [-0.073, 0.000, 0.000, -0.001, 0.001, 0.000, 0.000, 0.003, -0.003, 0.002, -0.003, 0.000, -0.002, 0.004, 0.003, 0.002, 0.002, 0.001, 0.010, 0.000, 0.000, 0.000, 0.000, 0.000, 0.000, 0.000, 0.000, 0.000, 0.000, 0.000, 0.000, 0.000, 0.020, 0.000, 0.000, 0.000, 0.000, 0.006, -0.002, 0.001, 0.000, 0.000, 0.005, 0.016, 0.000, 0.000, 0.000, 0.000, 0.000, 0.000, -0.003, 0.002, 0.012, 0.000, 0.000, 0.000, 0.000, 0.000, 0.000, 0.010, 0.002, 0.000, 0.000, 0.006, 0.000, 0.000, -0.024, 0.932, -0.019, 0.012, 0.005, 0.035, 0.026, -0.008, 0.020], "e_tot_ha": -3879.83720, "total_charge": 3, "s_squared": 0.75, "relative_energy_kj_mol": 378.15, "homo_ev": [-15.55, -15.55], "lumo_ev": [-9.20, -11.70], "spin_multiplicity": 2}

***

{"formula": "CH5NO2", "method": "ωB97M-V/def2-TZVPD", "symbols": ["C", "N", "O", "O", "H", "H", "H", "H", "H"], "coordinates": [[0.527, -0.697, 0.732], [-0.323, 0.974, -0.818], [-0.597, -0.297, 1.384], [0.493, -0.168, -0.758], [1.428, -0.358, 1.273], [0.690, -1.843, 0.517], [0.030, 1.436, -1.583], [-1.230, 0.574, -1.199], [-0.796, 0.589, 0.902]], "forces_ev_per_angstrom": [[1.2071, -1.3105, -2.2652], [-2.8520, -2.1908, 1.1500], [-0.6535, 1.1271, -1.1193], [0.7925, -1.3001, 2.4111], [-0.0754, 0.3521, -0.6645], [-0.9427, 2.0708, 0.6662], [1.2735, 1.7802, -1.9020], [1.0150, 0.8050, 0.6129], [0.2355, -1.3337, 1.1108]], "mulliken_charge": [0.010, -0.570, -0.520, -0.281, 0.174, 0.182, 0.268, 0.249, 0.488], "e_tot_ha": -246.23456, "relative_energy_kj_mol": 321.15, "homo_ev": -9.71, "lumo_ev": 0.95, "smiles": "NOCO"}